#i
The following is a quantum chemistry calculation of a cluster of 2 separate species, C2H3F4NO in total, from the Open Molecules 2025 dataset.

Values from the calculation:
Orbital gap (alpha / beta) = 9.77 / 8.74 eV

Geometry as ORCA input:
```
! wB97M-V def2-TZVPD RIJCOSX def2/J DEFGRID3
* xyz 0 1
C -1.56084 0.87039 1.62993
C -1.70839 -0.11890 0.41620
N 0.80529 -1.11857 -1.23978
O 0.41322 -0.88923 -0.06208
F -0.55410 1.72401 1.42530
F -2.71541 1.67754 1.64180
F -2.50162 -1.17096 0.56388
F -1.97480 0.53476 -0.69177
H -1.68650 0.34770 2.66632
H 0.62719 -2.03025 -1.67732
H 1.51783 -0.50322 -1.65111
*
```

#ii
The following is a quantum chemistry calculation of an isolated molecule of C2H3F4NO, from the Open Molecules 2025 dataset.

Values from the calculation:
Orbital gap = 11.14 eV
SMILES string = NC(F)(F)C(O)(F)F

Geometry as ORCA input:
```
! wB97M-V def2-TZVPD RIJCOSX def2/J DEFGRID3
* xyz 0 1
N 0.00706 -1.02902 -0.29025
C 0.31328 0.08277 -1.26651
F 1.59576 0.13102 -1.49999
F -0.34799 -0.28593 -2.37140
C -0.10690 1.44549 -0.73938
O 0.63871 1.71221 0.35631
F -1.43029 1.39455 -0.41498
F -0.05110 2.38743 -1.73500
H -0.47893 -0.86200 0.55665
H -0.55380 -1.74440 -0.74302
H 0.30969 2.26412 1.04581
*
```

Most stable: #ii. Least stable: #i.

#i
The following is a quantum chemistry calculation of a cluster of 2 separate species, C5H11P in total, from the Open Molecules 2025 dataset.

Values from the calculation:
Orbital gap = 9.24 eV

Geometry as ORCA input:
```
! wB97M-V def2-TZVPD RIJCOSX def2/J DEFGRID3
* xyz 0 1
C -0.35260 0.61315 0.68482
C 0.39935 0.59208 1.76709
C 2.25014 -0.40339 1.86994
C -1.08185 1.30617 -1.98465
C -0.94808 -1.63895 -1.03758
P -0.02336 0.05804 -0.99684
H -1.33336 1.07121 0.70625
H 0.33375 1.27093 2.51794
H 2.18183 -0.71806 2.95177
H 3.06167 0.39627 1.82588
H 2.52363 -1.34194 1.34868
H -0.60298 1.60414 -2.83359
H -2.07198 0.89510 -2.00515
H -1.03603 2.15814 -1.39004
H -1.82789 -1.62727 -0.44097
H -1.22032 -1.77627 -2.08023
H -0.25193 -2.45936 -0.90331
*
```

#ii
The following is a quantum chemistry calculation of an isolated molecule of C5H11P, from the Open Molecules 2025 dataset.

Values from the calculation:
Orbital gap (alpha / beta) = 8.02 / 8.03 eV

Geometry as ORCA input:
```
! wB97M-V def2-TZVPD RIJCOSX def2/J DEFGRID3
* xyz 0 1
C 0.00702 -0.74504 1.26471
C -0.21169 -1.04535 -0.22042
C -0.90345 0.20511 1.76653
C 0.02917 0.21323 -1.11013
C 1.45950 0.70347 -1.22871
P -0.99923 1.68042 -0.64832
H 0.00036 -1.66469 1.76377
H 1.06990 -0.24230 1.37180
H 0.36789 -1.89894 -0.62695
H -1.24139 -1.28123 -0.44502
H -1.91868 -0.20308 1.81825
H -0.48589 0.84301 2.68863
H -0.40174 0.02947 -2.07814
H 1.78874 0.96271 -2.22067
H 2.05652 -0.10205 -0.74247
H 1.52960 1.60183 -0.55620
H -2.14664 0.94344 -0.79666
*
```

#iii
The following is a quantum chemistry calculation of a cluster of 2 separate species, C5H11P in total, from the Open Molecules 2025 dataset.

Values from the calculation:
Orbital gap (alpha / beta) = 7.88 / 7.63 eV

Geometry as ORCA input:
```
! wB97M-V def2-TZVPD RIJCOSX def2/J DEFGRID3
* xyz 0 1
C 0.29673 1.11324 -2.91459
C 1.62658 -0.92262 1.14047
C -1.87495 0.28568 1.15232
C 0.29659 -0.93028 0.33988
C -0.50512 0.32454 0.49002
P -1.11177 0.87920 -2.12657
H 0.37225 1.55953 -3.82930
H 1.25185 1.26309 -2.40414
H 2.29035 -1.76482 0.82143
H 1.35581 -0.86171 2.11749
H 2.21699 0.03524 0.84372
H -2.63999 0.58053 0.37325
H -2.05526 -0.71033 1.52895
H -1.94394 1.08191 1.91147
H -0.20771 -1.87801 0.54825
H 0.55301 -1.24527 -0.66528
H 0.07857 1.19008 0.67263
*
```

Most stable: #ii. Least stable: #iii.

#i
The following is a quantum chemistry calculation of a structure of composition C8H11N3O3S, from the Open Molecules 2025 dataset.

Values from the calculation:
Orbital gap = 8.04 eV

Geometry as ORCA input:
```
! wB97M-V def2-TZVPD RIJCOSX def2/J DEFGRID3
* xyz 0 1
C 1.91571 -1.68706 -0.80871
C 0.78144 -0.90792 -0.88209
C 2.86514 -1.35639 0.16832
C 1.38476 0.15079 1.16979
C -2.09408 1.56307 -1.48553
C -2.05639 2.74289 -0.60493
C -0.85299 0.52521 0.16542
C -1.81609 -0.48406 1.64017
N 2.53960 -0.46308 1.09571
N 0.42471 0.00658 0.04785
N 4.03801 -1.98142 0.24409
O 0.96326 0.87313 2.04365
O -1.76175 0.34121 -0.82524
O -2.05067 -1.67353 1.03665
S -0.86866 2.19926 0.75200
H 2.11817 -2.35219 -1.55336
H 0.09333 -1.08026 -1.60154
H -2.97880 1.43495 -2.03350
H -1.35014 1.68685 -2.22805
H -1.45874 3.53207 -1.08058
H -3.01492 3.07740 -0.18080
H -2.68203 0.01800 1.93657
H -0.97983 -0.57044 2.40598
H 4.58791 -2.44344 -0.54873
H 4.69935 -1.43386 0.97411
H -2.44630 -1.71774 0.15276
*
```

#ii
The following is a quantum chemistry calculation of an isolated molecule of C8H11N3O3S, from the Open Molecules 2025 dataset.

Values from the calculation:
Orbital gap = 8.80 eV
SMILES string = N/C(=C/[C@H]1N=C(CO)SCCO1)N=C=O

Geometry as ORCA input:
```
! wB97M-V def2-TZVPD RIJCOSX def2/J DEFGRID3
* xyz 0 1
N -0.13873 3.39282 0.98625
C -0.14937 2.06059 0.64486
C -0.41287 1.08262 1.51353
C -0.45108 -0.31989 1.18884
N -0.79124 -0.52764 -0.13767
C -0.63205 -1.21431 -1.17952
C -1.39054 -1.05279 -2.44770
O -2.43854 -0.07775 -2.12672
S 0.75913 -2.38529 -1.17417
C 1.86069 -1.83573 0.22557
C 1.39097 -1.98765 1.75110
O 0.68119 -0.88932 2.25947
N -0.17489 1.82135 -0.70396
C 0.21109 2.15629 -1.78890
O 0.43195 2.12675 -2.92903
H -0.13213 3.69392 1.92744
H 0.47134 3.86252 0.34763
H -0.40797 1.31156 2.59612
H -1.36759 -0.78770 1.71931
H -1.92746 -1.99849 -2.83051
H -0.76931 -0.48531 -3.12074
H -2.46320 0.11466 -1.19277
H 2.12579 -0.84260 -0.00376
H 2.78600 -2.49405 0.17646
H 0.66497 -2.84116 1.98590
H 2.26384 -1.88340 2.31297
*
```

Most stable: #i. Least stable: #ii.

#i
The following is a quantum chemistry calculation of a structure of composition BrH2O2PS, from the Open Molecules 2025 dataset.

Values from the calculation:
Orbital gap = 9.38 eV

Geometry as ORCA input:
```
! wB97M-V def2-TZVPD RIJCOSX def2/J DEFGRID3
* xyz 0 1
O 1.65204 -0.69129 -1.99348
O 0.07250 0.01188 1.42050
P 1.94156 -0.78756 -0.59701
S 2.08542 -2.24926 0.63315
Br 2.69510 1.04934 0.12362
H -0.47606 1.16449 1.33919
H 1.02624 0.29995 1.44512
*
```

#ii
The following is a quantum chemistry calculation of a cluster of 2 separate species, BrH2O2PS in total, from the Open Molecules 2025 dataset.

Values from the calculation:
Orbital gap (alpha / beta) = 7.25 / 7.32 eV

Geometry as ORCA input:
```
! wB97M-V def2-TZVPD RIJCOSX def2/J DEFGRID3
* xyz 0 1
O -0.14614 0.04466 1.58563
O -1.44797 -0.52668 -0.93801
P 0.58686 0.48800 0.24999
S 1.46114 2.32286 0.13529
Br 1.95833 -1.14526 -0.56238
H -0.99904 -0.40578 1.40485
H -1.41318 -0.77782 -1.87538
*
```

Most stable: #i. Least stable: #ii.

#i
The following is a quantum chemistry calculation of a structure of composition C6H23BBaF4N5O5, from the Open Molecules 2025 dataset.

Values from the calculation:
Orbital gap = 7.28 eV

Geometry as ORCA input:
```
! wB97M-V def2-TZVPD RIJCOSX def2/J DEFGRID3
* xyz 1 1
Ba 21.87799 -31.00835 -24.54986
B 20.45433 -26.99692 -26.72138
F 20.48442 -27.25668 -28.08663
F 21.70310 -27.40482 -26.23854
F 20.36656 -25.66789 -26.41471
F 19.53458 -27.73131 -26.04813
C 22.09504 -26.68958 -21.02555
O 21.42087 -27.65776 -21.36468
N 22.47723 -25.85442 -21.94945
N 22.29421 -26.28781 -19.82724
H 22.38073 -25.98455 -22.94637
H 23.19573 -25.19232 -21.69356
H 22.56315 -25.33261 -19.63918
H 21.83623 -26.77913 -19.07295
C 21.99152 -36.44523 -26.39162
O 22.44370 -35.45496 -25.85528
N 22.27319 -36.87365 -27.56484
N 21.26403 -37.33938 -25.74996
H 22.88357 -36.44842 -28.24801
H 21.95997 -37.79752 -27.82651
H 21.22224 -37.16978 -24.75518
H 20.87326 -38.08819 -26.30374
C 15.86303 -32.45162 -22.42787
C 17.06787 -32.43608 -23.34653
C 16.74901 -31.87753 -24.72121
O 17.83027 -32.25959 -25.61673
C 17.64452 -31.81221 -26.91368
N 18.16728 -31.73103 -22.77909
H 16.00437 -33.24832 -21.69755
H 14.94983 -32.76107 -22.93623
H 15.83137 -31.46039 -21.97562
H 17.52397 -33.42518 -23.30485
H 16.80631 -30.79376 -24.61985
H 15.76404 -32.20321 -25.05569
H 17.75496 -30.73228 -27.01183
H 16.63332 -32.05422 -27.24076
H 18.32769 -32.40093 -27.52590
H 18.34264 -31.98858 -21.81836
H 18.11087 -30.72430 -22.72070
O 22.94408 -33.04381 -20.83603
H 22.47588 -33.45256 -20.10805
H 23.79265 -33.48633 -20.85430
O 25.40474 -29.75163 -23.07472
H 26.18774 -29.71082 -23.62379
H 25.62573 -29.23098 -22.30251
*
```

#ii
The following is a quantum chemistry calculation of a structure of composition C6H23BBaF4N5O5, from the Open Molecules 2025 dataset.

Values from the calculation:
Orbital gap = 9.79 eV

Geometry as ORCA input:
```
! wB97M-V def2-TZVPD RIJCOSX def2/J DEFGRID3
* xyz 1 1
Ba -26.69532 27.36655 23.57356
B -28.05509 25.46054 21.25292
F -29.31253 25.99292 20.99274
F -27.98492 25.33818 22.64541
F -27.88238 24.19319 20.77118
F -27.03387 26.27849 20.89708
C -24.79311 24.20191 23.28471
O -24.77586 25.38254 22.94900
N -25.87642 23.51517 23.05669
N -23.78496 23.50334 23.64895
H -26.76074 23.88615 22.73975
H -25.95343 22.62163 23.52119
H -23.80403 22.49536 23.58793
H -22.87145 23.93393 23.63551
C -27.47431 30.90054 24.65964
O -27.23419 29.72560 24.84571
N -28.61976 31.46717 24.73843
N -26.53077 31.81261 24.52425
H -29.51156 31.03400 24.93124
H -28.65777 32.47640 24.72803
H -25.60565 31.44909 24.70347
H -26.83416 32.74919 24.29872
C -23.15796 29.37254 20.56857
C -24.42773 29.18305 21.37329
C -25.66367 29.07157 20.49955
O -26.82680 29.28287 21.34779
C -28.02342 29.21504 20.65479
N -24.34798 28.06132 22.24688
H -22.43776 29.90218 21.19218
H -23.28862 30.05747 19.73077
H -22.83185 28.36725 20.30187
H -24.43712 29.94382 22.15382
H -25.70559 28.03053 20.17926
H -25.60574 29.75557 19.65285
H -28.26938 28.20498 20.32710
H -27.95871 29.82838 19.75606
H -28.76414 29.67948 21.30574
H -23.48240 28.03152 22.76647
H -24.38302 27.13662 21.84215
O -24.47392 27.81047 25.36580
H -23.59043 28.17386 25.30550
H -24.73192 27.95661 26.27592
O -26.64622 25.67527 25.61046
H -27.42995 25.51317 26.13555
H -26.05636 24.95435 25.83083
*
```

Most stable: #ii. Least stable: #i.

#i
The following is a quantum chemistry calculation of a cluster of 2 separate species, C2H8IN2 in total, from the Open Molecules 2025 dataset.

Values from the calculation:
Orbital gap (alpha / beta) = 7.14 / 7.14 eV

Geometry as ORCA input:
```
! wB97M-V def2-TZVPD RIJCOSX def2/J DEFGRID3
* xyz 1 1
C 0.03778 1.58156 1.03429
C -0.10302 -1.06023 -0.09096
N 1.35787 1.47154 1.16214
N -0.59866 -1.55782 -1.39887
I 1.98938 -1.26485 0.13000
H -0.44526 1.56345 0.16221
H -0.59719 1.41320 1.95674
H -0.64901 -1.40863 0.85192
H 0.23230 -1.20012 -2.02517
H 1.63416 1.35991 2.11861
H -0.73173 -2.53997 -1.59327
H 2.09156 1.54893 0.39917
H -1.39588 -1.17491 -1.84111
*
```

#ii
The following is a quantum chemistry calculation of a cluster of 2 separate species, C2H8IN2 in total, from the Open Molecules 2025 dataset.

Values from the calculation:
Orbital gap = 9.28 eV

Geometry as ORCA input:
```
! wB97M-V def2-TZVPD RIJCOSX def2/J DEFGRID3
* xyz 1 1
C -0.79231 1.70210 0.07432
C -0.59324 -0.72158 0.43197
N -0.79292 -1.90732 -0.06075
N -0.41471 0.35876 -0.25936
I 3.21850 -0.08348 -0.06068
H -0.28100 2.51746 -0.54674
H -1.96141 1.79615 -0.04595
H -0.60479 1.81270 1.13594
H -0.66135 -0.63664 1.45111
H -1.02773 -2.11087 -1.04660
H -0.68037 -2.82247 0.30685
H 4.76223 -0.03767 -0.15203
H -0.17089 0.13287 -1.22807
*
```

Most stable: #ii. Least stable: #i.